# C27H54BrCaFMgN12O12PS

A structure of composition C27H54BrCaFMgN12O12PS at a distorted geometry (the ωB97M-V functional and the def2-TZVPD basis, the Open Molecules 2025 dataset).

```
! RIJCOSX wB97M-V def2-TZVPD def2/J DEFGRID3
* xyz 1 1
C 2.5812 0.7942 3.6146
C 2.8401 -0.6378 3.0005
O 3.6707 -0.6416 1.8268
C 2.9178 -0.3156 0.6618
C 3.3926 1.0887 0.0766
O 2.2431 1.9302 -0.1117
C 2.0862 2.4874 -1.4098
N 0.9816 1.8765 -2.1703
C 0.8913 0.4839 -2.2566
N 1.7169 -0.4127 -2.7303
P 3.3095 0.0637 -3.4212
N 4.1426 -1.2975 -4.0742
O 2.9152 1.0213 -4.7493
N -0.3710 -0.0604 -1.7874
C -1.3058 1.0446 -1.9956
N -1.6840 0.9744 -3.4691
C -2.8356 0.5406 -3.6603
O -3.8500 0.1506 -3.9631
C -0.3945 2.3646 -1.9771
C -0.7352 3.5431 -1.0021
C -0.4028 3.3436 0.5309
C -0.5720 1.8465 1.1136
C -2.0836 1.5386 1.4461
N -2.2678 0.2461 2.0935
C -1.3731 -0.3863 2.9526
C -2.0472 -1.6030 3.3307
C -3.3590 -1.6296 2.6287
C -3.4637 -0.4170 1.8610
H 2.7401 1.6305 2.8951
H 3.2414 0.9870 4.5004
H 1.5363 0.7947 4.0287
H 1.8672 -1.1763 2.8358
H 3.3759 -1.2256 3.7919
H 1.8116 -0.2675 0.8743
H 3.1082 -1.1428 -0.0780
H 4.0703 0.9812 -0.7963
H 4.0123 1.5359 0.9027
H 1.9309 3.5895 -1.2646
H 3.0068 2.4244 -2.0539
H 1.4883 -1.4104 -2.7313
H 4.1313 -2.0936 -3.4348
H 3.8062 -1.5493 -5.0090
H 1.9502 0.9243 -4.8782
H -0.3382 -0.4994 -0.8670
H -2.2801 1.0667 -1.4640
H -0.6297 2.8229 -2.9781
H -1.8469 3.7002 -1.0840
H -0.2860 4.5029 -1.3669
H -1.1144 4.0399 1.1518
H 0.6379 3.7223 0.7489
H -0.0895 1.0581 0.5008
H -0.0196 1.8186 2.1421
H -2.4070 2.3521 2.2223
H -2.6783 1.6921 0.5226
H -0.3766 -0.0303 3.2835
H -1.6266 -2.3755 4.0050
H -4.1064 -2.4410 2.6800
H -4.2885 -0.0860 1.2103
C -6.8735 -0.7927 -4.6462
C -8.2731 -1.3661 -4.5176
O -9.1160 -0.3605 -4.4303
H -6.6283 -0.1631 -3.7228
H -6.1396 -1.6017 -4.7184
H -6.7498 -0.1649 -5.5349
H -8.2331 -2.0785 -3.6729
H -8.3696 -2.0589 -5.3846
F -4.6073 1.9706 1.0116
Ca -3.9156 3.3294 2.1163
N -7.3013 4.2293 -0.3265
O -7.8682 4.0576 0.7706
O -6.0699 4.5040 -0.3528
O -7.9309 4.1317 -1.3806
C 2.2166 3.1996 6.1500
O 1.8574 2.1889 5.5641
N 2.2784 3.2777 7.5060
N 2.5819 4.3270 5.4935
H 2.5700 4.0968 8.0053
H 2.0139 2.4592 8.0248
H 2.5493 4.3022 4.4912
H 2.8796 5.1689 5.9503
Mg -0.2671 3.5922 2.9350
C 7.2007 2.6576 0.2772
C 6.9317 3.7076 1.2540
N 6.7198 4.5300 2.0214
H 7.7894 3.0293 -0.5623
H 7.7561 1.8297 0.7191
H 6.2766 2.2465 -0.1309
C -6.4693 -3.9669 -6.9386
O -6.8294 -3.6289 -5.8194
N -6.9048 -5.1104 -7.5336
N -5.6011 -3.2254 -7.6845
H -6.6230 -5.4055 -8.4493
H -7.5463 -5.6819 -7.0131
H -5.2594 -2.3737 -7.2772
H -5.2937 -3.4833 -8.6032
Br -7.1349 0.2116 -2.0183
C 3.8274 -4.7483 1.6749
C 5.1918 -5.4333 1.8084
C 5.7680 -5.0460 3.1740
S 4.3617 -4.7291 4.2398
O 4.3603 -3.3315 4.5953
O 4.2692 -5.7696 5.2280
C 3.1073 -4.9974 2.9953
H 3.2589 -5.1389 0.8293
H 3.9674 -3.6729 1.5220
H 5.0609 -6.5173 1.7579
H 5.8679 -5.1479 1.0014
H 6.3685 -5.8472 3.6005
H 6.3577 -4.1316 3.1145
H 2.2692 -4.3229 3.1627
H 2.7769 -6.0338 3.0742
*
```

Gap between HOMO and LUMO   4.03 eV

Results of the Löwdin charge analysis, in e, for atoms 1 through 5: atom 1 (C): -0.079, atom 2 (C): -0.227, atom 3 (O): -0.163, atom 4 (C): -0.183, atom 5 (C): -0.156

# C27H55Cl2N5O2P3S

A cluster of 4 separate species, C27H55Cl2N5O2P3S in total at a distorted geometry (the ωB97M-V functional and the def2-TZVPD basis, the Open Molecules 2025 dataset).

```
! RIJCOSX wB97M-V def2-TZVPD def2/J DEFGRID3
* xyz -1 1
C -1.0039 -0.7503 -5.5499
C -1.4607 -1.1763 -4.1466
O -0.8262 -2.3811 -3.7672
C -1.2274 -2.8719 -2.5231
O -1.9361 -3.8015 -2.4774
C -0.5807 -2.1737 -1.3521
C -1.0470 -2.6157 0.0343
C -1.9486 -1.8295 1.0168
P -1.6467 -0.0077 1.6556
C -0.8996 -0.7468 3.2810
N -1.8346 -1.1774 4.3450
C 0.1846 -0.0171 0.9860
C 1.3186 0.8253 1.5806
C 1.9028 2.0486 0.8888
N 2.0105 0.4797 2.5775
P -2.4538 0.8604 -0.3228
S -3.5738 -0.3322 -1.4477
C -1.4174 1.8291 2.3692
Cl -1.0306 3.0669 1.0475
C -2.4789 2.5321 3.2735
C -1.9921 4.0120 3.5599
Cl -2.5035 1.8837 4.9721
P -3.7624 -0.0753 2.4864
C -5.1221 0.7299 1.5270
C -4.5573 -1.6657 2.9641
H -0.6023 0.2585 -5.5447
H -1.8203 -0.7581 -6.2661
H -0.2205 -1.4232 -5.8935
H -1.2377 -0.3467 -3.4823
H -2.5423 -1.2569 -4.1554
H 0.4773 -2.4261 -1.4575
H -0.6244 -1.1188 -1.5841
H -0.1636 -2.9776 0.5660
H -1.5657 -3.5641 -0.1433
H -2.9681 -1.9875 0.6873
H -1.9151 -2.4291 1.9255
H -0.2454 -0.0348 3.7853
H -0.2382 -1.5886 3.0674
H -1.5417 -0.9139 5.2717
H -1.8083 -2.1883 4.3709
H 0.6723 -0.9814 1.1201
H 0.2710 0.1730 -0.0903
H 1.6425 2.0977 -0.1631
H 1.5445 2.9507 1.3748
H 2.9759 2.0604 1.0279
H 1.6653 -0.4185 2.9225
H -1.4172 1.3122 -1.1885
H -3.2936 1.9814 -0.1560
H -0.5539 1.9366 3.0205
H -3.4591 2.7197 2.8571
H -2.3923 4.3273 4.5202
H -0.9136 4.0737 3.6647
H -2.4084 4.7137 2.8459
H -5.4905 0.1931 0.6520
H -5.9828 0.7338 2.2070
H -4.9730 1.7772 1.2867
H -5.2610 -1.4657 3.7691
H -5.1787 -2.0326 2.1358
H -3.9050 -2.4816 3.2357
C 2.3978 -0.7019 -5.3220
C 3.3700 0.3028 -4.7209
C 3.6432 0.0568 -3.2338
C 2.4043 0.1615 -2.4569
N 1.4421 0.2415 -1.8540
H 1.4151 -0.6422 -4.8528
H 2.2652 -0.5053 -6.3854
H 2.7672 -1.7243 -5.2098
H 2.9734 1.3100 -4.8639
H 4.3164 0.2490 -5.2664
H 4.3548 0.7890 -2.8504
H 4.0679 -0.9367 -3.0827
C 6.4504 -0.3481 -8.6228
C 6.4902 1.1133 -9.0561
C 5.7166 2.0354 -8.1085
C 4.3012 1.6510 -8.0549
N 3.2065 1.3571 -8.0283
H 5.4314 -0.7378 -8.6247
H 7.0359 -0.9640 -9.3058
H 6.8623 -0.4713 -7.6190
H 6.0819 1.1997 -10.0649
H 7.5289 1.4468 -9.1012
H 5.7823 3.0697 -8.4463
H 6.1319 1.9831 -7.1009
C -2.0884 0.4967 9.0391
C -1.6098 -0.7284 9.8126
C -0.2914 -1.2934 9.2737
C -0.4464 -1.7067 7.8753
N -0.5825 -1.9999 6.7838
H -2.2952 0.2570 7.9949
H -3.0112 0.8835 9.4720
H -1.3426 1.2937 9.0651
H -2.3814 -1.5001 9.7747
H -1.4748 -0.4615 10.8632
H 0.0215 -2.1576 9.8602
H 0.4981 -0.5430 9.3313
*
```

Gap between HOMO and LUMO   4.61 eV

Results of the Löwdin charge analysis, in e, for atoms 1 through 5: atom 1 (C): -0.072, atom 2 (C): -0.279, atom 3 (O): -0.049, atom 4 (C): -0.499, atom 5 (O): 0.155

no.,LUMO (eV)
1,-4.36
2,1.76